13
Properties=species:S:1:pos:R:3:forces:R:3 method="wB97M-V/def2-TZVPD" molar_mass_g_mol=105.162 energy_ev=-17597.7614 homo_energy_ha=-0.3358 smiles="NC(=O)CCS" orbital_gap_ev=9.878 e_above_lowest_ev=0.168
C -0.134 -0.269 -0.139 -0.54 0.15 -0.61
C -1.342 0.218 0.642 -0.34 -1.03 -0.05
S -2.616 -1.106 0.830 0.27 0.03 0.04
C 1.023 0.691 -0.061 0.32 0.17 0.10
N 2.179 0.307 -0.680 0.14 0.41 0.21
O 0.930 1.796 0.441 -0.10 -0.33 -0.03
H 0.097 -1.306 0.091 0.40 -0.01 0.40
H -0.378 -0.299 -1.203 -0.18 -0.01 -0.16
H -1.039 0.471 1.645 -0.05 0.36 0.22
H -1.861 1.024 0.151 0.26 0.51 0.02
H -2.195 -1.873 -0.183 -0.07 0.00 -0.06
H 2.929 0.968 -0.552 0.11 -0.15 -0.14
H 2.407 -0.622 -0.981 -0.22 -0.10 0.07


24
Properties=species:S:1:pos:R:3:forces:R:3 method="wB97M-V/def2-TZVPD" molar_mass_g_mol=138.210 energy_ev=-11602.6693 homo_energy_ha="-0.2706 / -0.2707" orbital_gap_ev="8.029 / 8.033" e_above_lowest_ev=4.967
C -1.730 -0.384 -0.428 4.21 -0.44 3.58
C -2.699 -0.573 -1.230 -1.26 1.55 -1.04
C -1.203 0.798 0.301 -1.31 2.27 -1.60
C 0.784 -0.567 -1.571 2.82 0.59 -0.01
C 0.897 -1.725 -0.667 -1.11 -1.31 1.67
C 1.092 0.626 -0.682 -1.57 0.07 -0.20
C 0.227 -1.097 0.554 -3.44 -0.49 0.56
C 0.206 0.454 0.619 2.74 -0.60 -1.29
C 0.822 1.140 1.862 -1.13 -0.11 -2.35
O -0.019 -1.779 1.754 -0.31 1.06 -1.35
H -2.710 -1.526 -1.644 -1.05 -1.50 -1.16
H -3.279 0.321 -1.556 -0.05 -0.97 -0.05
H -1.306 1.760 -0.339 0.28 -1.11 0.92
H -1.855 0.999 1.135 -0.06 0.03 0.91
H 1.553 -0.538 -2.341 -0.40 -0.35 -0.52
H -0.190 -0.492 -1.866 -2.13 0.12 -1.68
H 0.254 -2.599 -0.928 0.72 0.51 0.00
H 1.928 -2.053 -0.564 0.21 -0.06 0.44
H 2.119 0.536 -0.491 1.61 0.23 0.85
H 0.939 1.471 -1.332 -0.21 0.98 0.43
H 1.866 0.969 1.993 0.66 -0.06 0.08
H 0.255 0.886 2.703 -0.63 -0.56 1.60
H 0.569 2.160 1.645 0.51 0.91 0.29
H -0.767 -1.260 2.141 0.92 -0.76 -0.07